[1]
Formula: C25H41F5P2Rh
Source: OMol25
Level of theory: ωB97M-V/def2-TZVPD

Results
ΔE to the lowest compared entry with this formula, charge and spin	18.7	kcal per mole
LUMO energy (alpha / beta)	-2.161 / -5.098	eV
frontier orbital gap (alpha / beta)	7.270 / 5.724	eV

Structure (ORCA input):
```
! wB97M-V def2-TZVPD RIJCOSX def2/J DEFGRID3
* xyz 1 5
Rh 0.727 -0.961 0.189
C 2.932 0.994 0.979
C 2.070 1.377 2.026
C 2.128 -0.951 2.011
C 2.986 -0.434 0.920
C 1.579 0.227 2.673
C 3.826 1.875 0.184
H 3.397 2.872 0.023
H 4.034 1.419 -0.794
H 4.802 2.015 0.681
C 4.176 -1.158 0.412
H 4.356 -0.878 -0.636
H 4.014 -2.233 0.462
H 5.088 -0.920 0.998
C 2.415 -2.212 2.747
H 3.239 -2.076 3.470
H 2.713 -2.991 2.050
H 1.521 -2.533 3.307
C 1.021 0.174 4.040
H 1.823 0.130 4.799
H 0.404 -0.722 4.184
H 0.406 1.052 4.263
C 1.799 2.775 2.430
H 2.645 3.139 3.030
H 0.895 2.844 3.047
H 1.698 3.442 1.564
C -2.138 0.057 -2.925
C -1.491 1.260 -2.890
C -2.280 2.548 -2.687
C -3.433 2.469 -1.679
C -3.185 1.602 -0.487
C -3.643 0.343 -0.336
C -4.160 -0.494 -1.458
C -3.617 -0.131 -2.858
H -2.706 2.852 -3.664
H -4.386 2.230 -2.181
H -1.607 3.371 -2.388
H -4.180 0.707 -3.288
H -1.598 -0.869 -3.137
H -0.571 1.431 -3.479
H -3.850 -0.996 -3.499
H -3.926 -1.555 -1.245
H -3.790 -0.091 0.654
H -5.262 -0.436 -1.506
H -3.576 3.495 -1.295
H -2.658 2.125 0.311
P 0.557 0.333 -1.673
C 1.080 -0.507 -3.138
C 0.731 2.067 -1.214
P -1.158 -0.818 1.399
C -1.040 -0.496 -0.481
C -1.735 0.736 2.203
C -2.382 -2.153 1.570
H 1.693 -1.391 -2.949
H 1.667 0.200 -3.726
H 0.208 -0.821 -3.705
H -0.256 2.543 -1.268
H 1.416 2.529 -1.940
H 1.128 2.248 -0.206
H -3.159 -2.056 0.806
H -2.826 -2.089 2.575
H -1.895 -3.134 1.482
H -1.485 -1.278 -1.090
H -1.391 0.517 -0.645
H -1.590 0.611 3.289
H -2.790 0.965 2.002
H -1.114 1.589 1.884
F 0.283 -3.829 0.849
C 0.658 -3.107 -0.247
F -0.342 -3.313 -1.205
C 1.955 -3.726 -0.783
F 2.609 -2.914 -1.671
F 2.806 -3.977 0.254
F 1.739 -4.914 -1.394
*
```

***

[2]
Formula: C25H41IrN2O5S2Si
Source: OMol25
Level of theory: ωB97M-V/def2-TZVPD

Results
ΔE to the lowest compared entry with this formula, charge and spin	19.0	kcal per mole
LUMO energy (alpha / beta)	-5.481 / -8.489	eV
frontier orbital gap (alpha / beta)	9.042 / 6.054	eV

Structure (ORCA input):
```
! wB97M-V def2-TZVPD RIJCOSX def2/J DEFGRID3
* xyz 2 5
Ir 0.075 -0.373 0.142
C -1.618 1.501 1.942
C -1.860 2.332 0.683
C -3.258 2.057 0.141
C -1.620 3.814 0.949
O -0.870 1.888 -0.273
Si -0.613 2.243 -1.848
S 0.409 0.261 -2.126
O 0.380 3.413 -2.249
C 1.708 3.951 -2.094
C 1.527 5.443 -1.818
C 2.452 3.727 -3.408
C 2.422 3.252 -0.941
O -1.987 2.277 -2.635
C -2.445 2.824 -3.890
C -3.773 2.140 -4.194
C -1.401 2.522 -4.960
C -2.619 4.330 -3.707
H -2.432 1.644 2.645
H -0.684 1.773 2.429
H -1.582 0.432 1.669
H -4.003 2.260 0.904
H -3.329 1.010 -0.148
H -3.467 2.674 -0.729
H -2.319 4.171 1.699
H -1.750 4.391 0.037
H -0.606 3.960 1.311
H 1.032 5.919 -2.660
H 2.494 5.914 -1.677
H 0.924 5.598 -0.927
H 1.956 4.261 -4.214
H 2.489 2.669 -3.660
H 3.468 4.103 -3.324
H 1.823 3.327 -0.037
H 3.385 3.724 -0.771
H 2.573 2.200 -1.181
H -3.640 1.064 -4.280
H -4.171 2.516 -5.131
H -4.498 2.336 -3.408
H -1.195 1.454 -4.974
H -0.482 3.055 -4.734
H -1.762 2.825 -5.937
H -3.376 4.533 -2.951
H -2.929 4.784 -4.644
H -1.678 4.775 -3.393
N -2.308 -4.098 -0.349
C -1.378 -3.172 -0.590
N -0.544 -3.351 -1.627
O -1.282 -2.173 0.161
H -2.429 -4.913 -0.927
H -2.933 -3.981 0.433
H -0.668 -4.116 -2.266
H 0.101 -2.615 -1.881
O 1.341 0.597 1.735
S 2.777 0.977 1.459
C 3.720 0.453 2.911
C 4.848 1.217 3.171
C 5.651 0.889 4.249
C 5.302 -0.180 5.063
C 4.160 -0.924 4.804
C 3.352 -0.607 3.722
C 3.295 -0.358 0.336
C 2.537 -1.527 0.310
C 2.902 -2.549 -0.558
C 4.000 -2.392 -1.387
C 4.742 -1.221 -1.354
C 4.392 -0.192 -0.491
H 5.076 2.063 2.542
H 6.533 1.472 4.463
H 5.908 -0.414 5.924
H 3.900 -1.749 5.450
H 2.445 -1.163 3.531
H 1.772 -1.720 1.070
H 2.345 -3.472 -0.558
H 4.282 -3.187 -2.058
H 5.599 -1.108 -1.997
H 4.969 0.718 -0.462
*
```

***

[3]
Formula: C25H41N2PZn
Source: OMol25
Level of theory: ωB97M-V/def2-TZVPD

Results
ΔE to the lowest compared entry with this formula, charge and spin	124.6	kcal per mole
LUMO energy (alpha / beta)	-0.218 / -0.218	eV
frontier orbital gap (alpha / beta)	5.641 / 5.642	eV

Structure (ORCA input):
```
! wB97M-V def2-TZVPD RIJCOSX def2/J DEFGRID3
* xyz 0 1
C 1.048 2.820 -3.077
C -0.249 2.364 -2.995
C -0.594 1.159 -2.371
C 0.391 0.445 -1.712
C 1.686 0.879 -1.782
C 2.016 2.080 -2.409
C -2.011 0.718 -2.463
C -2.249 -0.798 -2.255
N -1.179 -1.736 -2.181
Zn -0.153 -1.206 -0.857
C 2.800 0.119 -1.140
P 2.359 -1.573 -0.828
H -1.013 2.965 -3.469
H 3.035 2.400 -2.378
H 1.342 3.706 -3.639
H 3.095 0.559 -0.182
H 3.655 0.048 -1.815
H -2.602 1.302 -1.722
H -2.433 1.020 -3.449
H -2.944 -0.903 -1.430
C 3.419 -2.056 0.481
C 2.938 -2.378 -2.295
H -2.789 -1.130 -3.120
C -0.377 -1.694 -3.336
C -1.678 -3.036 -1.941
H 1.158 -1.400 0.077
H -0.839 -2.338 -4.061
H -0.373 -0.739 -3.843
H 0.655 -2.016 -3.256
H -2.248 -3.323 -2.785
H -0.920 -3.789 -1.834
H -2.353 -3.113 -1.115
H 3.995 -2.547 -2.043
H 2.430 -3.328 -2.497
H 2.890 -1.715 -3.170
H 4.369 -2.158 -0.030
H 3.446 -1.267 1.232
H 3.102 -3.010 0.901
H -0.447 -2.618 -0.486
C 2.173 0.907 4.698
C 1.358 1.228 3.483
C 1.026 2.568 3.227
C 0.252 2.959 2.138
C -0.096 4.395 1.913
C -0.243 1.979 1.279
C -0.071 0.606 1.617
C 0.885 0.263 2.609
N -0.878 -0.346 1.022
C -2.167 -0.595 1.698
C -2.089 -0.456 3.220
C -3.168 0.449 1.207
C -2.670 -2.006 1.385
H 3.095 1.499 4.701
H 1.622 1.167 5.612
H 2.430 -0.158 4.740
H 1.392 3.333 3.913
H -0.765 4.758 2.705
H 0.812 5.011 1.935
H -0.597 4.524 0.950
H -0.838 2.226 0.403
H 1.091 -0.811 2.783
H -1.852 0.573 3.515
H -3.071 -0.719 3.631
H -1.337 -1.134 3.636
H -3.222 0.453 0.110
H -4.155 0.223 1.628
H -2.844 1.446 1.535
H -2.928 -2.127 0.318
H -1.930 -2.759 1.698
H -3.589 -2.175 1.964
*
```

***

[4]
Formula: C25H41N4W
Source: OMol25
Level of theory: ωB97M-V/def2-TZVPD

Results
LUMO energy (alpha / beta)	-11.386 / -11.459	eV
frontier orbital gap (alpha / beta)	5.432 / 5.346	eV

Structure (ORCA input):
```
! wB97M-V def2-TZVPD RIJCOSX def2/J DEFGRID3
* xyz 3 3
W -0.736 0.228 -0.032
C -0.114 -1.007 -4.563
C 0.590 -1.492 -3.241
C 1.216 -2.893 -3.340
C 1.698 -0.526 -2.765
C 2.594 -0.018 -3.754
C 3.851 0.411 -3.309
C 4.174 0.300 -1.969
C 3.237 0.106 -0.942
C 3.735 0.243 0.532
C 2.976 1.182 1.513
C 4.110 -1.083 1.214
C 1.966 -0.343 -1.349
N 0.911 -0.694 -0.367
C 1.077 -1.806 0.508
C 0.409 -1.752 1.677
C 0.377 -2.410 2.927
C -0.333 -1.617 3.783
C -0.939 -0.574 3.036
N -0.545 -0.673 1.736
C -1.918 0.386 3.650
C -1.539 0.425 5.131
C -3.320 -0.333 3.580
C -1.746 1.814 3.140
H -1.125 -1.476 -4.575
H 0.519 -1.271 -5.446
H -0.109 0.093 -4.610
H -0.126 -1.503 -2.422
H 2.144 -2.871 -3.909
H 0.458 -3.543 -3.832
H 1.529 -3.316 -2.334
H 2.273 0.085 -4.770
H 4.648 0.732 -3.980
H 5.241 0.369 -1.731
H 4.772 0.669 0.428
H 2.049 0.736 1.895
H 2.774 2.151 1.085
H 3.673 1.373 2.357
H 3.218 -1.452 1.658
H 4.810 -0.894 2.014
H 4.551 -1.793 0.492
H 1.793 -2.562 0.228
H 0.765 -3.432 3.141
H -0.389 -1.748 4.851
H -1.641 -0.614 5.538
H -2.319 1.052 5.546
H -0.549 0.801 5.345
H -3.299 -1.172 4.310
H -3.469 -0.704 2.568
H -4.198 0.331 3.788
H -0.652 2.026 3.159
H -2.242 2.515 3.826
H -2.051 2.053 2.121
N -2.744 -0.507 -0.614
C -3.092 -0.062 -1.995
C -3.714 1.331 -1.969
C -2.944 2.383 -1.102
C -1.496 2.672 -1.549
N -0.606 2.385 -0.380
H -2.976 -1.528 -0.544
H -3.423 -0.115 0.047
H -3.743 -0.798 -2.579
H -2.163 -0.035 -2.590
H -4.760 1.281 -1.671
H -3.680 1.670 -3.016
H -2.840 2.080 0.001
H -3.533 3.345 -1.123
H -1.363 3.716 -1.897
H -1.254 1.980 -2.378
H -0.857 3.110 0.364
H 0.408 2.585 -0.543
*
```

***

[5]
Formula: C25H41N6O3OsS3Si
Source: OMol25
Level of theory: ωB97M-V/def2-TZVPD

Results
ΔE to the lowest compared entry with this formula, charge and spin	8.0	kcal per mole
LUMO energy (alpha / beta)	-8.912 / -12.495	eV
frontier orbital gap (alpha / beta)	7.676 / 4.057	eV

Structure (ORCA input):
```
! wB97M-V def2-TZVPD RIJCOSX def2/J DEFGRID3
* xyz 3 5
Os 0.030 0.500 -0.335
C -3.082 0.530 1.760
C -1.787 1.020 2.372
C -1.733 0.671 3.848
C -1.559 2.500 2.132
O -0.653 0.287 1.674
Si 0.822 -0.187 2.424
S 1.792 -0.641 0.573
O 0.697 -1.353 3.483
C 0.392 -2.801 3.463
C -0.146 -3.120 4.842
C 1.692 -3.526 3.184
C -0.643 -3.066 2.382
O 1.440 1.196 3.017
C 2.454 1.404 4.082
C 2.758 2.890 4.031
C 1.857 1.023 5.422
C 3.666 0.558 3.739
H -3.915 0.938 2.334
H -3.145 -0.559 1.808
H -3.201 0.864 0.733
H -2.545 1.196 4.354
H -0.795 0.988 4.317
H -1.869 -0.397 4.008
H -2.359 3.083 2.589
H -1.566 2.722 1.056
H -0.611 2.820 2.568
H 0.587 -2.867 5.609
H -0.365 -4.186 4.919
H -1.065 -2.565 5.038
H 2.436 -3.284 3.945
H 2.089 -3.266 2.199
H 1.528 -4.604 3.204
H -1.553 -2.493 2.573
H -0.908 -4.124 2.373
H -0.248 -2.813 1.392
H 1.863 3.473 4.254
H 3.139 3.189 3.046
H 3.519 3.144 4.770
H 0.975 1.629 5.643
H 2.594 1.213 6.204
H 1.587 -0.031 5.460
H 4.067 0.823 2.755
H 3.421 -0.510 3.743
H 4.454 0.715 4.477
C 4.279 3.889 0.446
C 3.771 3.040 -0.658
N 4.412 2.728 -1.743
N 3.560 1.926 -2.445
C 2.410 1.736 -1.829
S 1.006 0.883 -2.369
N 2.522 2.436 -0.685
N 1.489 2.501 0.258
H 5.237 4.304 0.141
H 4.429 3.295 1.353
H 3.593 4.708 0.669
H 3.852 1.544 -3.337
H 1.138 3.456 0.316
H 1.824 2.192 1.178
S -5.527 -0.577 -3.650
C -4.138 -0.102 -2.785
C -3.570 -1.108 -1.970
C -2.438 -0.832 -1.270
N -1.814 0.379 -1.320
C -2.360 1.345 -2.101
C -3.504 1.156 -2.828
C -6.114 0.848 -4.495
C -6.726 1.896 -3.802
C -7.309 2.910 -4.548
N -7.266 2.840 -5.867
C -6.712 1.864 -6.562
C -6.103 0.811 -5.882
H -4.016 -2.091 -1.895
H -1.988 -1.582 -0.630
H -1.835 2.291 -2.139
H -3.881 1.966 -3.436
H -6.792 1.914 -2.721
H -7.824 3.749 -4.096
H -6.751 1.915 -7.642
H -5.656 -0.002 -6.436
*
```

***

[6]
Formula: C25H41NO6
Source: OMol25
Level of theory: ωB97M-V/def2-TZVPD

Results
LUMO energy	0.610	eV
frontier orbital gap	9.047	eV
structure (SMILES)	CCN(CCOC(=O)OCCOCCOc1ccc(C(C)(C)CC(C)(C)C)cc1)C(C)=O

Structure (ORCA input):
```
! wB97M-V def2-TZVPD RIJCOSX def2/J DEFGRID3
* xyz 0 1
C -4.218 5.840 -9.695
C -4.054 4.632 -8.612
N -2.588 4.239 -8.672
C -2.257 3.232 -7.622
C -2.318 3.858 -6.126
O -0.956 4.007 -5.639
C -0.941 4.351 -4.250
O -1.510 5.404 -3.879
O -0.302 3.421 -3.400
C 0.096 4.039 -2.139
C 1.181 3.035 -1.458
O 0.565 2.039 -0.610
C 0.768 2.308 0.796
C 1.740 1.280 1.546
O 1.505 -0.120 1.200
C 1.362 -0.904 2.400
C 2.572 -1.382 3.264
C 2.399 -2.198 4.596
C 0.990 -2.584 5.117
C 0.721 -3.402 6.494
C -0.764 -4.019 6.547
C 0.728 -2.229 7.639
C 1.895 -4.398 6.902
C 2.059 -5.738 6.057
C 2.271 -5.562 4.479
C 3.438 -6.436 6.600
C 0.919 -6.856 6.297
C -0.223 -2.128 4.221
C -0.051 -1.313 2.901
C -2.408 3.709 -10.044
C -1.418 4.467 -11.061
O -3.040 2.700 -10.465
H -5.081 6.515 -9.364
H -3.238 6.433 -9.646
H -4.459 5.461 -10.743
H -4.753 3.753 -8.822
H -4.349 5.070 -7.601
H -1.156 2.923 -7.798
H -2.870 2.256 -7.698
H -2.783 4.915 -6.146
H -2.974 3.163 -5.495
H 0.580 5.069 -2.338
H -0.845 4.162 -1.506
H 1.633 2.454 -2.354
H 2.055 3.596 -0.981
H -0.262 2.296 1.324
H 1.171 3.380 0.968
H 1.655 1.445 2.687
H 2.816 1.517 1.190
H 3.622 -1.100 2.912
H 3.331 -2.503 5.184
H -1.503 -3.264 7.020
H -1.189 -4.329 5.535
H -0.832 -4.952 7.228
H 0.822 -2.648 8.695
H 1.654 -1.578 7.388
H -0.171 -1.514 7.514
H 2.929 -3.876 6.932
H 1.701 -4.713 8.001
H 1.406 -5.039 3.949
H 3.234 -4.942 4.310
H 2.453 -6.574 3.975
H 3.778 -7.300 5.935
H 3.177 -6.879 7.640
H 4.246 -5.649 6.795
H 0.119 -6.758 5.482
H 1.380 -7.912 6.203
H 0.433 -6.814 7.329
H -1.310 -2.373 4.508
H -0.988 -0.999 2.325
H -0.332 4.412 -10.702
H -1.696 5.576 -11.101
H -1.569 4.023 -12.114
*
```

***

Number 1: strongest force on any atom 4.79 eV Å⁻¹. Number 2: strongest force on any atom 2.01 eV Å⁻¹. Number 3: strongest force on any atom 6.28 eV Å⁻¹. Number 4: strongest force on any atom 2.49 eV Å⁻¹. Number 5: strongest force on any atom 1.84 eV Å⁻¹. Number 6: strongest force on any atom 4.49 eV Å⁻¹.